No. 1
Molecular formula: C4H11N3O2
Method: DFT, ωB97M-V/def2-TZVPD

CARTESIAN COORDINATES (ANGSTROEM)
H 0.5613 -0.4528 1.8213
N 0.1103 0.1236 1.1078
C -0.4260 1.0186 1.8693
N -1.4936 1.7561 1.4170
N -0.1012 1.1394 3.2054
C 1.2892 1.0731 3.6889
H -2.0585 2.4920 1.7850
H -1.7710 1.4933 0.4840
H -0.5363 1.8263 3.7983
H 1.9742 1.4648 2.9446
H 1.6352 0.0851 4.0003
H 1.4401 1.7989 4.4859
C -0.7929 -1.4021 -3.8846
C 0.2875 -1.2144 -2.8315
O 1.0739 -0.3123 -2.8364
O 0.1549 -2.1632 -1.8702
H -1.6075 -2.0442 -3.5673
H -0.2572 -2.0182 -4.6266
H -1.0388 -0.4801 -4.4221
H 0.1586 -1.8695 -0.9393

Results
total charge	0
2S+1	1
structure (SMILES)	[H]/N=C(/N)NC.CC(=O)O
LUMO energy	0.70	eV
orbital gap	9.6	eV
HOMO	-8.89	eV

=====

No. 2
Molecular formula: C4H11N3O2
Method: DFT, ωB97M-V/def2-TZVPD

CARTESIAN COORDINATES (ANGSTROEM)
C -0.4703 1.6721 -1.5657
C -1.0939 -1.1558 -0.8752
C 1.8517 -0.5507 1.4947
N 0.4252 1.1681 -0.5286
N -0.2770 -0.4877 0.1438
N -0.9502 -0.0195 1.2863
C 0.9537 -1.1957 0.4853
O 0.2982 1.8893 0.5698
O 1.1709 -2.2635 -0.0280
H -0.4717 1.1513 1.2978
H -1.8504 -0.4856 1.3492
H -0.0140 2.6001 -1.9140
H -1.4769 1.8770 -1.1943
H -0.4789 0.9742 -2.3999
H -1.9498 -0.5315 -1.1134
H -1.4324 -2.1151 -0.4866
H -0.4672 -1.3503 -1.7420
H 2.6855 -1.2179 1.6907
H 1.3086 -0.3504 2.4130
H 2.2389 0.3915 1.1169

Results
total charge	0
2S+1	1
LUMO energy (spin up / spin down)	0.50 / 0.50	eV
orbital gap (spin up / spin down)	9.3 / 9.3	eV
HOMO (spin up / spin down)	-8.80 / -8.80	eV

=====

No. 3
Molecular formula: C4H11N3O2
Method: DFT, ωB97M-V/def2-TZVPD

CARTESIAN COORDINATES (ANGSTROEM)
C -0.3015 2.2084 1.1632
N -0.3708 0.7930 0.8418
C -1.0750 -0.0624 1.4979
N -1.7996 0.1853 2.6116
N -1.1014 -1.3440 1.0119
H -0.1526 2.4926 2.2190
H -1.1517 2.7198 0.7010
H 0.6206 2.5126 0.6638
H -1.4895 0.9027 3.2457
H -2.2845 -0.4612 3.1988
H -0.8548 -1.6746 0.0920
H -0.9096 -2.0515 1.6961
C 1.7561 -1.0016 -3.2402
C 1.1465 -0.9577 -1.8359
O 0.2903 -1.7518 -1.5094
O 1.4167 0.1770 -1.1769
H 1.0348 -0.4036 -3.8023
H 1.7756 -2.0581 -3.5016
H 2.7322 -0.5499 -3.3794
H 0.7182 0.3249 -0.4973

Results
total charge	0
2S+1	1
structure (SMILES)	CN=C(N)N.CC(=O)O
LUMO energy	0.83	eV
orbital gap	9.5	eV
HOMO	-8.72	eV

=====

No. 4
Molecular formula: C4H11N3O2
Method: DFT, ωB97M-V/def2-TZVPD

CARTESIAN COORDINATES (ANGSTROEM)
H 0.1374 0.8549 0.7307
N 0.6184 -0.0056 0.4795
C 1.8889 0.0534 0.4001
N 2.6791 1.2126 0.2569
N 2.6187 -1.1300 0.4455
C 1.9310 -2.3166 0.9113
H 2.1741 2.0376 -0.0632
H 2.9723 1.6214 1.1444
H 3.4236 -1.1784 -0.1601
H 1.4338 -2.1095 1.8762
H 2.5527 -3.2080 0.9923
H 1.0394 -2.4777 0.2855
C -3.7381 0.7819 -1.3397
C -2.4010 0.6761 -0.5309
O -2.0797 1.3025 0.4348
O -1.7134 -0.3448 -1.0588
H -3.9992 0.5187 -2.3703
H -3.9727 1.8708 -1.3443
H -4.4687 0.4303 -0.6214
H -0.9109 -0.4280 -0.4727

Results
total charge	0
2S+1	1
structure (SMILES)	[H]/N=C(\N)NC.CC(=O)O
LUMO energy	0.76	eV
orbital gap	10.0	eV
HOMO	-9.27	eV

=====

No. 5
Molecular formula: C4H11N3O2
Method: DFT, ωB97M-V/def2-TZVPD

CARTESIAN COORDINATES (ANGSTROEM)
H 2.9422 0.3986 0.0303
N 1.9559 0.4213 0.2930
C 1.6706 -0.5235 1.1057
N 2.5987 -1.4367 1.6320
N 0.4071 -0.6305 1.6550
C -0.4503 0.5585 1.6859
H 2.1508 -2.2773 1.9063
H 3.5423 -1.4959 1.3238
H 0.3418 -1.1587 2.5167
H -0.3042 1.1690 0.7842
H -0.1506 1.1688 2.5508
H -1.5180 0.3477 1.6836
C -1.1027 0.0515 -2.6276
C -2.1908 1.0134 -2.1786
O -2.7321 1.8921 -2.7795
O -2.5249 0.9128 -0.8604
H -1.7064 -0.7594 -3.0478
H -0.3811 -0.2807 -1.8905
H -0.4573 0.4778 -3.3870
H -2.0909 0.1514 -0.3959

Results
total charge	0
2S+1	1
structure (SMILES)	[H]/N=C(\N)NC.CC(=O)O
LUMO energy	0.59	eV
orbital gap	9.8	eV
HOMO	-9.19	eV

=====

No. 6
Molecular formula: C4H11N3O2
Method: DFT, ωB97M-V/def2-TZVPD

CARTESIAN COORDINATES (ANGSTROEM)
H -1.9992 -0.6885 -1.1096
N -1.5249 -0.2496 -0.3632
C -1.7678 -0.6361 0.9373
N -2.6460 -1.7065 1.1441
N -1.4470 -0.0694 2.1676
C -0.6227 1.1111 2.0283
H -3.0617 -2.0286 2.0664
H -2.7962 -2.2274 0.2656
H -1.2976 -0.7007 2.9530
H 0.4912 0.8847 1.7516
H -0.9137 1.6166 2.8597
H -1.1489 1.8740 1.4550
C 2.2466 -0.8619 -0.9978
C 2.1868 0.5346 -1.6044
O 2.9910 1.0781 -2.1665
O 0.9198 1.1356 -1.5612
H 1.7779 -1.0396 0.0303
H 3.1866 -1.3516 -0.7198
H 1.4038 -1.4207 -1.5205
H 0.1401 0.6650 -1.0304

Results
total charge	0
2S+1	1
structure (SMILES)	[H]/N=C(\N)NC.CC(=O)O
LUMO energy	0.43	eV
orbital gap	9.8	eV
HOMO	-9.40	eV

=====

No. 7
Molecular formula: C4H11N3O2S
Method: DFT, ωB97M-V/def2-TZVPD

CARTESIAN COORDINATES (ANGSTROEM)
N -1.2372 -0.4651 -1.7601
C -1.4231 -0.3773 -0.4337
N -1.6082 -1.3912 0.3652
O -1.6846 -1.3167 1.6372
O -1.9126 -2.6914 -0.2383
H -1.2566 -1.3887 -2.0613
H -1.1864 0.5046 -2.2404
H -1.4942 0.5770 0.0215
H -2.2591 -3.2482 0.4489
C 0.7017 2.4239 -1.4653
N 1.4483 1.2560 -1.0818
C 1.2022 0.6924 -0.0179
S 1.9504 -0.7700 0.5180
C 1.6502 -0.8050 2.3385
H 0.1081 2.2272 -2.4546
H 0.0441 2.7638 -0.7409
H 1.3705 3.2947 -1.6513
H 0.6066 1.1419 0.7551
H 2.1766 0.0535 2.7925
H 2.1992 -1.6913 2.6573
H 0.6042 -0.7901 2.6112

Results
total charge	0
2S+1	1
structure (SMILES)	N/C=[N+](/[O-])O.C/N=C/SC
LUMO energy	0.63	eV
orbital gap	8.3	eV
HOMO	-7.71	eV

=====

| no. | E (eV) |
| --- | --- |
| 1 | -12891.36716 |
| 2 | -12886.89179 |
| 3 | -12892.30167 |
| 4 | -12891.75063 |
| 5 | -12891.77424 |
| 6 | -12889.83215 |
| 7 | -23721.96623 |